{"formula": "C34H75NO12S4", "method": "ωB97M-V/def2-TZVPD", "total_energy_ev": -105827.415, "orbital_gap_ev": 7.48, "charge": 0, "symbols": ["S", "S", "S", "S", "O", "O", "O", "O", "O", "O", "O", "O", "O", "O", "O", "O", "N", "C", "C", "C", "C", "C", "C", "C", "C", "C", "C", "C", "C", "C", "C", "C", "C", "C", "C", "C", "C", "C", "C", "C", "C", "C", "C", "C", "C", "C", "C", "C", "C", "C", "C", "H", "H", "H", "H", "H", "H", "H", "H", "H", "H", "H", "H", "H", "H", "H", "H", "H", "H", "H", "H", "H", "H", "H", "H", "H", "H", "H", "H", "H", "H", "H", "H", "H", "H", "H", "H", "H", "H", "H", "H", "H", "H", "H", "H", "H", "H", "H", "H", "H", "H", "H", "H", "H", "H", "H", "H", "H", "H", "H", "H", "H", "H", "H", "H", "H", "H", "H", "H", "H", "H", "H", "H", "H", "H", "H"], "xyz": [[-0.607565, 2.618368, -4.423130], [-2.046294, -2.257305, 3.545948], [1.099446, -3.186070, -0.362491], [-1.512795, -0.960611, -3.219772], [2.435104, -0.448458, 1.771948], [-1.421381, 0.382904, -2.509239], [-3.247015, 4.280715, 1.441687], [1.051570, 4.706997, -4.395015], [-3.131037, 2.154772, -0.995334], [-1.568473, -2.429242, 0.408486], [-1.039872, -2.065054, 4.660769], [1.312121, -3.782247, 1.042177], [-0.789033, 1.012292, 1.493388], [4.113974, 3.279718, 1.600328], [-1.206765, 2.463211, -5.812362], [1.175850, 2.564488, 3.598558], [1.668608, 0.576867, -0.741065], [3.272614, 2.607131, 0.978363], [-0.931293, 1.518021, 3.499914], [2.330434, 1.708761, 1.709591], [-2.078502, -2.101306, -1.888688], [2.505917, -1.626759, 2.072686], [0.200327, -0.803871, 0.281932], [0.265862, -1.568516, -3.112193], [-3.507163, -1.178153, 3.908730], [2.317688, 0.477021, -1.709816], [1.508947, -2.354301, 2.989566], [-3.414343, 0.958557, -0.957957], [3.176525, 0.358530, -2.879176], [-1.330256, -1.280503, 2.132038], [-0.628421, -4.114626, 1.946711], [3.685894, -2.510859, 1.712949], [-1.232081, -3.573312, 0.651304], [-4.124839, 0.272921, -2.177333], [-2.835456, 1.941855, 1.602741], [-0.162737, 1.555047, -0.713263], [-0.271078, 0.630991, 0.442058], [1.384746, -4.493022, -1.627107], [-1.839998, 2.273575, -3.090063], [0.587891, 1.518407, 3.626251], [-2.773898, 0.038476, 0.004571], [1.588625, 4.113009, -3.461197], [3.002508, 3.519803, -3.631659], [-2.358548, 3.563351, 3.620606], [0.997998, 3.825154, -2.101453], [3.019054, 2.763930, -0.510231], [1.390486, 0.244563, 3.853613], [0.375715, 1.014375, -4.114636], [-2.795502, 3.359742, 2.157179], [2.527758, -2.158712, -0.913195], [-1.446325, -4.604535, -0.439964], [0.600151, -5.248037, -1.676648], [0.098051, -3.417297, 2.363940], [-2.301043, 0.679492, 0.748629], [-3.445299, -0.367503, -2.739632], [-4.954484, -0.329117, -1.806729], [-3.519670, 1.986402, 0.755423], [-4.187663, -1.229595, 3.058798], [0.656049, -1.849502, -2.133981], [3.418703, -3.351075, 1.072038], [2.654985, -1.326658, -0.220656], [4.405562, -1.968138, 1.100062], [-1.070610, 2.130450, -0.894301], [-1.166001, -0.216446, 2.302051], [-1.225019, 2.547156, 3.706586], [-2.006473, -1.382662, 1.283270], [-2.268909, 3.255873, -2.892048], [3.550969, 1.976363, -1.043990], [1.243200, -0.907743, 0.581458], [-2.936209, 4.426265, 3.951933], [-2.692175, 1.630465, -3.309846], [-1.841856, -5.562860, -0.103426], [2.379448, -4.938728, -1.630172], [0.005691, 4.275165, -2.131756], [-1.467096, -4.226806, 2.633829], [-1.340476, 0.910440, 4.307071], [0.765567, -0.597638, 3.556495], [-2.156380, -3.127665, -2.247347], [2.199852, -1.797816, -1.888040], [1.259949, 1.913895, 1.699868], [-3.070777, -1.835356, -1.524319], [0.784820, 2.762824, -1.982654], [1.593047, 4.374595, -1.371985], [2.728582, 1.753203, 2.723291], [3.734712, 4.327229, -3.637049], [0.918988, 0.753467, -5.022862], [-1.891467, 1.658027, 1.137544], [0.024123, -4.974400, 1.794753], [-1.933248, -4.183527, -1.319601], [0.834901, -2.956306, 2.380179], [-4.391705, 1.046385, -2.897516], [0.362413, -2.408993, -3.799496], [3.003340, 3.021672, -4.601180], [2.595378, 0.060801, -3.751942], [1.804077, -2.910801, 3.879127], [0.204958, -0.948466, -0.798424], [3.190766, 2.729409, -2.905059], [-2.035811, -0.627014, -0.443148], [-0.425747, -4.798999, -0.769661], [0.999678, -1.525846, 3.481894], [4.100407, -3.019087, 2.583582], [-1.257081, 1.223461, 2.502321], [1.024844, 1.071666, -3.240888], [-1.488676, 1.848339, -2.149929], [-0.368993, -1.538164, 0.851843], [3.468048, -2.684814, -1.078054], [-0.375441, -1.711478, 1.830879], [3.432707, 3.731594, -0.794126], [-3.225548, 1.230136, 2.330351], [2.297725, 0.218741, 3.249999], [-0.023480, 1.011731, -1.647892], [-3.630951, -0.479783, 0.434658], [-3.163938, -0.147123, 3.994000], [1.975361, 2.929048, -0.777675], [0.622383, 2.279325, -0.496240], [3.887651, -0.439202, -2.664656], [-4.034304, -1.413772, 4.833231], [-1.363220, -2.088812, -1.066300], [2.439554, 0.668674, 1.402326], [1.254823, -4.062614, -2.620059], [-2.675964, 2.731632, 4.249553], [-0.261524, 0.187244, -3.801767], [1.720322, 0.187510, 4.890951], [3.703676, 1.302631, -3.016606], [-1.282327, 3.675969, 3.751570], [0.839113, -0.723521, -3.493602]], "atomic_forces_ev_per_a": [[-1.2, -2.7, -0.6], [0.0, 2.3, 0.8], [2.7, -2.3, 0.0], [0.7, -1.9, 2.3], [1.1, -9.4, -0.2], [-0.4, -7.2, 0.2], [1.5, -1.8, 2.1], [1.5, -0.3, 2.1], [-1.9, -1.6, -0.3], [-0.9, -6.7, -1.8], [-0.7, -0.4, -0.4], [2.7, 0.1, -6.2], [8.5, -1.6, -10.3], [-0.8, -1.3, -1.7], [0.4, -0.1, 1.6], [-0.5, 1.9, 1.5], [5.9, -1.0, -4.2], [-0.9, 1.4, 1.5], [1.5, 0.3, 5.0], [2.4, 3.3, -1.3], [-0.1, -0.2, -2.4], [1.6, -3.7, 2.5], [0.5, 1.3, -1.6], [-0.4, -0.8, -0.8], [0.6, 0.5, -0.3], [-1.3, 0.0, 2.0], [0.6, 2.0, 0.6], [1.6, 0.4, -3.5], [0.4, -0.8, 0.4], [-2.5, 0.6, 5.4], [-1.7, -0.5, -0.1], [0.4, 0.3, -1.0], [-1.3, -2.3, -0.2], [-0.4, 1.0, 0.9], [-4.0, 3.7, 0.7], [-1.2, 1.1, 1.0], [0.6, -1.0, -0.2], [0.4, -0.1, -1.0], [-1.3, 3.6, -1.2], [-1.0, -0.8, 1.4], [-1.0, 0.0, -0.2], [0.7, 0.6, -1.5], [-1.0, -0.1, -0.6], [-2.9, 2.8, -0.2], [-2.0, 2.2, -2.3], [1.6, 1.7, 0.9], [-1.0, 1.6, 1.0], [-0.7, 1.2, -1.0], [-1.3, 0.9, -1.3], [0.2, -0.7, -0.2], [0.3, -0.3, 0.2], [0.8, -0.2, 0.4], [-4.9, -2.3, 0.6], [-1.8, -3.0, -1.7], [-0.8, 0.2, 0.6], [-0.3, 0.1, -0.3], [-0.2, 0.6, 1.5], [-0.1, -0.2, 0.0], [-1.4, 0.2, -0.6], [-0.4, 0.1, 0.3], [0.2, -0.5, -0.5], [0.4, 0.2, 0.5], [0.0, 0.2, 1.5], [-0.2, -2.3, 1.6], [2.2, -3.9, -0.3], [-0.2, 1.5, 2.8], [0.1, 0.5, -0.3], [-0.1, 0.6, 0.2], [-1.6, 0.5, -0.2], [0.2, 0.5, 0.0], [0.5, 0.8, -1.0], [-0.2, 0.2, 0.1], [0.0, 0.0, 0.5], [-0.2, 0.2, 0.2], [0.1, -0.7, -0.1], [0.0, -0.3, 0.3], [-0.6, 3.7, 1.1], [0.1, 0.7, -0.9], [0.4, -0.1, 0.4], [0.9, 0.7, -0.8], [0.3, 0.0, -0.2], [0.9, 0.7, -0.4], [-0.3, -0.3, -0.1], [-0.2, 0.2, -0.5], [0.1, -0.2, 0.2], [0.2, 0.3, -0.1], [-1.7, 3.1, 1.1], [-1.2, -0.5, 0.1], [-0.2, -0.9, 1.0], [4.1, 2.9, 1.3], [-0.7, -0.1, 0.3], [0.0, -0.1, -0.1], [0.2, 0.2, -0.3], [0.4, 0.3, 0.0], [1.0, -0.4, -0.5], [-0.4, 0.0, 0.5], [0.1, 1.3, 0.1], [-1.0, 0.7, -0.1], [-1.1, -0.4, 0.5], [0.2, -3.8, -0.6], [0.1, 0.5, 0.2], [-1.2, 1.3, 6.0], [-0.1, 0.8, -0.4], [0.0, 2.6, -1.8], [1.3, 1.8, -3.7], [-0.2, -0.4, 0.3], [-1.3, -0.3, 4.2], [0.6, 0.0, 0.0], [0.4, 0.0, 0.1], [-0.9, 0.6, 1.7], [0.2, 0.7, 1.0], [0.2, -0.7, 0.4], [0.1, -0.1, 0.0], [1.4, -1.3, 0.9], [-0.9, -0.4, 0.6], [0.3, 0.1, -0.1], [0.3, -0.5, -0.1], [-0.3, 0.3, -1.7], [0.3, 4.9, -1.6], [0.2, 0.6, 0.1], [-0.3, 0.3, -0.1], [0.9, 2.7, -2.2], [-0.5, -0.1, 0.3], [0.1, -0.7, -0.3], [-0.7, 2.3, 0.0], [0.2, -1.4, 0.3]]}